# 1
Molecular formula: C6H10N
Method: DFT, ωB97M-V with the def2-TZVPD basis set

Positions of all 17 atoms, in Å:
N: 0.51 -0.43 1.64
H: -2.13 1.05 -2.84
H: 1.42 -2.21 2.69
H: -2.40 1.64 -1.20
H: -1.56 2.59 -2.40
H: -0.27 -1.74 0.07
H: 1.97 0.62 0.70
C: -0.38 0.98 -1.65
C: 0.86 0.59 0.74
H: -0.80 -2.15 1.86
C: -0.09 -1.73 1.16
H: 0.10 0.40 -2.43
H: 2.08 -1.81 0.96
C: 0.29 0.82 -0.55
C: 1.30 -1.72 1.72
C: -1.68 1.62 -2.01
H: 0.77 1.49 1.54

Output
HOMO level in eV: -13.57
HOMO-LUMO gap in eV: 7.243
Total charge: +1
Energy above the lowest of the compared OMol25 structures with the same formula, charge and spin in kcal per mole: 97.5
Maximum force in eV/A: 3.5
LUMO in eV: -6.330

Mulliken atomic charge list, values in e, 2 entries: number 1, N, carries -0.231; number 2, H, carries 0.337

=====

# 2
Molecular formula: C6H10N
Method: DFT, ωB97M-V with the def2-TZVPD basis set

Positions of all 17 atoms, in Å:
H: -2.02 -1.39 0.25
H: -1.24 -1.16 -1.38
H: 0.94 0.65 1.68
H: -0.37 -2.06 -0.02
H: -2.25 0.95 -0.25
C: -0.30 0.05 0.05
C: -1.05 -1.19 -0.29
C: 0.77 -0.18 1.02
C: 0.93 0.19 -0.80
H: -0.92 2.10 -0.45
H: 0.78 -1.14 1.53
H: 1.07 -0.79 -1.30
C: -1.26 1.27 0.08
C: 2.08 -0.08 0.21
H: 1.01 1.24 -1.26
H: -1.38 1.69 0.99
N: 3.22 -0.15 -0.07

Output
HOMO level in eV: -16.01
HOMO-LUMO gap in eV: 8.951
Total charge: +1
Energy above the lowest of the compared OMol25 structures with the same formula, charge and spin in kcal per mole: 95.3
Maximum force in eV/A: 3.7
LUMO in eV: -7.060

Mulliken atomic charge list, values in e, 2 entries: number 1, H, carries 0.413; number 2, H, carries 0.420

=====

# 3
Molecular formula: C6H10N
Method: DFT, ωB97M-V with the def2-TZVPD basis set

Positions of all 17 atoms, in Å:
C: -1.59 -0.66 -0.96
H: -0.64 0.71 1.87
C: 0.79 0.72 0.04
H: -2.18 -1.54 -1.19
H: 2.50 -2.05 -0.58
H: -1.37 1.53 0.46
H: -2.14 -0.67 1.03
H: 3.09 -1.49 1.08
H: -1.48 0.35 -1.33
C: 1.19 1.96 -0.41
N: -1.33 -0.63 0.48
H: 0.53 2.72 -0.47
C: -0.62 0.69 0.74
H: 2.16 2.04 -0.68
H: -0.81 -1.48 0.79
C: 2.38 -1.35 0.10
C: 1.59 -0.38 0.04

Output
Spin multiplicity: 3
HOMO level (spin up / spin down) in eV: -11.38 / -14.53
HOMO-LUMO gap (spin up / spin down) in eV: 7.976 / 9.235
Total charge: +1
Energy above the lowest of the compared OMol25 structures with the same formula, charge and spin in kcal per mole: 74.1
⟨S²⟩: 2.04
Maximum force in eV/A: 6.4
LUMO (spin up / spin down) in eV: -3.409 / -5.297

Mulliken atomic charge list, values in e, 2 entries: number 1, C, carries -0.524; number 2, H, carries 0.353

=====

# 4
Molecular formula: C6H10N2
Method: DFT, ωB97M-V with the def2-TZVPD basis set

Positions of all 18 atoms, in Å:
H: 0.38 2.43 -0.17
H: -1.13 -2.33 -0.45
H: -1.69 0.59 0.47
H: -1.87 1.67 -1.20
C: 0.85 1.42 -0.28
N: 0.76 0.37 0.61
H: 0.39 0.07 -1.76
H: 2.29 -1.31 1.54
H: 0.59 -0.49 2.58
H: -1.54 -1.34 1.25
H: 1.17 -1.35 -0.40
C: -0.11 0.65 -1.07
C: -1.01 -1.34 0.14
C: 1.20 -0.57 1.54
H: 1.80 1.58 -0.75
N: -1.52 0.87 -1.87
C: 0.63 -1.02 0.33
C: -1.20 0.10 -0.52

Output
HOMO level in eV: -8.61
HOMO-LUMO gap in eV: 9.584
Total charge: 0
Energy above the lowest of the compared OMol25 structures with the same formula, charge and spin in kcal per mole: 227.4
Maximum force in eV/A: 8.7
LUMO in eV: 0.971

Mulliken atomic charge list, values in e, 2 entries: number 1, H, carries 0.248; number 2, H, carries 0.315

=====

Q: Among the records above, which one has the lowest maximum force?
A: number 1